Record 1
# CH10O5

A 5-piece molecular cluster, CH10O5 overall at a distorted geometry (wB97M-V/def2-TZVPD, the OMol25 dataset).

Properties
strongest force on any atom	3.245	eV Å⁻¹
total charge	+1
spin multiplicity	2
E_LUMO (alpha / beta)	-7.5 / -11.1	eV
⟨S²⟩	0.76
frontier orbital gap (alpha / beta)	6.5 / 3.0	eV
HOMO energy (alpha / beta)	-14.04 / -14.04	eV
energy above the lowest of the compared OMol25 structures with the same formula, charge and spin	44.3	kcal/mol

Each atom is followed by the atoms it is bonded to, with distances in Å.
Atoms and positions in Å:
1 O 2.68305 0.71356 0.78963  H14 0.970, H15 0.975
2 O -1.59331 0.08856 -0.79828  H11 1.005, H12 0.990
3 O -2.61935 1.27908 1.10303  H8 1.052, H9 0.981
4 O 2.81399 -0.95724 -2.25621  C6 1.205
5 O -0.27088 -0.61528 1.87457  H7 0.985, H16 1.018
6 C 1.67734 -0.66362 -1.98498  O4 1.205, H10 1.136, H13 1.080
7 H -0.96852 -1.30753 1.80847  O5 0.985
8 H -2.63834 0.98262 0.09353  O3 1.052
9 H -3.56865 1.30345 1.34866  O3 0.981
10 H 0.91381 -1.35586 -2.46369  C6 1.136
11 H -0.69328 0.39010 -0.46723  O2 1.005
12 H -1.91222 -0.76833 -0.41976  O2 0.990
13 H 1.49317 0.06519 -1.20929  C6 1.080
14 H 3.05796 0.97269 -0.06639  O1 0.970
15 H 2.59078 -0.25551 0.73358  O1 0.975
16 H -0.96557 0.12811 1.91435  O5 1.018

So, what does the natural (NBO) scheme give us? The charges, in e, come out as: number 1, O, carries -0.810; number 2, O, carries -0.959; number 3, O, carries -1.007; number 4, O, carries -0.008; number 5, O, carries -0.972; number 6, C, carries 0.280; number 7, H, carries 0.463; number 8, H, carries 0.495; number 9, H, carries 0.482; number 10, H, carries 0.324; number 11, H, carries 0.492; number 12, H, carries 0.504; number 13, H, carries 0.279; number 14, H, carries 0.458; number 15, H, carries 0.472; number 16, H, carries 0.507

Record 2
# CH10O6

A 5-piece molecular cluster, CH10O6 overall at a distorted geometry (wB97M-V/def2-TZVPD, the OMol25 dataset).

Properties
strongest force on any atom	2.368	eV Å⁻¹
E_LUMO	0.4	eV
SMILES string	O=CO.O.O.O.O
frontier orbital gap	11.4	eV
HOMO energy	-11.07	eV
energy above the lowest of the compared OMol25 structures with the same formula, charge and spin	14.6	kcal/mol

Each atom is followed by the atoms it is bonded to, with distances in Å.
Atoms and positions in Å:
1 O -3.99636 -0.17898 0.25555  H12 0.965, H14 0.973
2 O 1.96415 0.44120 -1.66479  H11 0.962, H17 0.964
3 O -1.04748 0.39760 0.87411  C7 1.312, H10 1.123
4 O -0.19408 -1.35590 -0.55290  H9 0.969, H16 1.017
5 O 0.85818 1.44431 0.58948  C7 1.227
6 O 2.39042 -1.64496 -0.18254  H8 0.960, H15 0.966
7 C -0.21187 1.36111 1.18365  O3 1.312, O5 1.227, H13 1.093
8 H 2.44412 -0.72090 -0.43759  O6 0.960
9 H -0.31168 -0.90250 -1.40143  O4 0.969
10 H -0.53191 -0.32126 0.18288  O3 1.123
11 H 2.25779 1.04092 -2.35730  O2 0.962
12 H -3.21073 -0.73776 0.29019  O1 0.965
13 H -0.63285 2.03236 1.93605  C7 1.093
14 H -3.56378 0.63310 0.57168  O1 0.973
15 H 2.35426 -1.71724 0.78023  O6 0.966
16 H 0.80530 -1.53659 -0.60824  O4 1.017
17 H 1.58344 0.93952 -0.93268  O2 0.964

So, what does the natural (NBO) scheme give us? The charges, in e, come out as: number 1, O, carries -0.934; number 2, O, carries -1.005; number 3, O, carries -0.728; number 4, O, carries -0.911; number 5, O, carries -0.702; number 6, O, carries -0.947; number 7, C, carries 0.669; number 8, H, carries 0.506; number 9, H, carries 0.494; number 10, H, carries 0.490; number 11, H, carries 0.492; number 12, H, carries 0.467; number 13, H, carries 0.126; number 14, H, carries 0.468; number 15, H, carries 0.482; number 16, H, carries 0.522; number 17, H, carries 0.510

Record 3
# CH11NO4

A 5-piece molecular cluster, CH11NO4 overall at a distorted geometry (wB97M-V/def2-TZVPD, the OMol25 dataset).

Properties
strongest force on any atom	1.589	eV Å⁻¹
E_LUMO	0.6	eV
SMILES string	C=N.O.O.O.O
frontier orbital gap	10.3	eV
HOMO energy	-9.70	eV
energy above the lowest of the compared OMol25 structures with the same formula, charge and spin	25.9	kcal/mol

Each atom is followed by the atoms it is bonded to, with distances in Å.
Atoms and positions in Å:
1 O 0.00584 -0.15453 -1.39200  H9 0.965, H16 0.980
2 O 2.52086 0.56211 -2.47620  H14 0.958, H17 0.978
3 O 3.18386 0.98058 0.14020  H11 0.969, H12 0.967
4 O 0.59107 0.89219 1.39087  H7 0.968, H13 0.963
5 N -3.35831 -1.42695 1.64532  C6 1.249, H15 1.025
6 C -4.59447 -1.50499 1.48322  N5 1.249, H8 1.089, H10 1.096
7 H 0.44091 0.90158 0.43475  O4 0.968
8 H -5.23137 -1.53949 2.36623  C6 1.089
9 H -0.51165 0.23974 -2.10516  O1 0.965
10 H -5.10918 -1.53565 0.51596  C6 1.096
11 H 4.05526 1.28645 0.43482  O3 0.969
12 H 2.90661 0.36777 0.83492  O3 0.967
13 H 0.04622 0.14467 1.66046  O4 0.963
14 H 2.92319 1.30640 -2.92476  O2 0.958
15 H -2.72291 -1.23688 0.86370  N5 1.025
16 H 0.90803 0.06625 -1.70461  O1 0.980
17 H 2.80097 0.58085 -1.53888  O2 0.978

So, what does the natural (NBO) scheme give us? The charges, in e, come out as: number 1, O, carries -0.978; number 2, O, carries -0.992; number 3, O, carries -0.959; number 4, O, carries -0.963; number 5, N, carries -0.614; number 6, C, carries -0.032; number 7, H, carries 0.490; number 8, H, carries 0.157; number 9, H, carries 0.470; number 10, H, carries 0.139; number 11, H, carries 0.483; number 12, H, carries 0.502; number 13, H, carries 0.469; number 14, H, carries 0.480; number 15, H, carries 0.349; number 16, H, carries 0.496; number 17, H, carries 0.504

Record 4
# CH11NO4

A 5-piece molecular cluster, CH11NO4 overall at a distorted geometry (wB97M-V/def2-TZVPD, the OMol25 dataset).

Properties
strongest force on any atom	2.275	eV Å⁻¹
total charge	+1
spin multiplicity	2
E_LUMO (alpha / beta)	-7.9 / -7.8	eV
⟨S²⟩	1.76
frontier orbital gap (alpha / beta)	7.1 / 7.2	eV
HOMO energy (alpha / beta)	-15.06 / -14.97	eV
energy above the lowest of the compared OMol25 structures with the same formula, charge and spin	108.2	kcal/mol

Each atom is followed by the atoms it is bonded to, with distances in Å.
Atoms and positions in Å:
1 O -1.39386 0.22625 -2.11904  H11 0.979
2 O -1.37320 1.61203 -0.18949  H7 0.968, H14 0.982
3 O 1.92317 0.51564 1.85123  H9 0.971
4 O -0.61499 -0.24413 2.25274  H8 0.974, H10 0.963
5 N 1.11094 -0.13330 -0.83317  C6 1.414, H16 1.021, H17 1.043
6 C 0.65466 -1.43184 -0.51045  N5 1.414, H12 1.077, H13 1.103, H15 1.101
7 H -1.95594 2.36478 -0.01475  O2 0.968
8 H -0.97603 0.51167 1.75592  O4 0.974
9 H 2.30653 -0.04942 2.54157  O3 0.971
10 H 0.33698 -0.17131 2.12346  O4 0.963
11 H -1.71454 0.24174 -3.04435  O1 0.979
12 H 1.25009 -1.98980 0.19311  C6 1.077
13 H -0.38312 -1.33476 -0.14908  C6 1.103
14 H -1.68896 1.07830 -0.95033  O2 0.982
15 H 0.58870 -1.97574 -1.46563  C6 1.101
16 H 0.40598 0.35500 -1.38681  N5 1.021
17 H 1.52359 0.42488 -0.05494  N5 1.043

So, what does the natural (NBO) scheme give us? The charges, in e, come out as: number 1, O, carries -0.454; number 2, O, carries -0.971; number 3, O, carries -0.462; number 4, O, carries -0.902; number 5, N, carries -0.256; number 6, C, carries -0.498; number 7, H, carries 0.503; number 8, H, carries 0.491; number 9, H, carries 0.460; number 10, H, carries 0.438; number 11, H, carries 0.478; number 12, H, carries 0.256; number 13, H, carries 0.318; number 14, H, carries 0.472; number 15, H, carries 0.269; number 16, H, carries 0.423; number 17, H, carries 0.437

Record 5
# CH11NO5

A 5-piece molecular cluster, CH11NO5 overall at a distorted geometry (wB97M-V/def2-TZVPD, the OMol25 dataset).

Properties
strongest force on any atom	1.911	eV Å⁻¹
total charge	-1
spin multiplicity	2
E_LUMO (alpha / beta)	3.5 / 3.2	eV
⟨S²⟩	0.75
frontier orbital gap (alpha / beta)	3.1 / 10.1	eV
HOMO energy (alpha / beta)	0.36 / -6.86	eV
energy above the lowest of the compared OMol25 structures with the same formula, charge and spin	0.0	kcal/mol

Each atom is followed by the atoms it is bonded to, with distances in Å.
Atoms and positions in Å:
1 O 0.10253 1.88933 0.96519  H11 0.980, H13 0.944
2 O 1.26600 1.88591 -2.42280  C7 1.219
3 O -2.66110 -0.95730 -0.43085  H9 0.974, H17 0.982
4 O -1.17636 -0.53581 3.43782  H15 0.981, H18 0.978
5 O 1.67319 -2.42588 0.72391  H10 0.964, H16 0.968
6 N 0.85130 -0.10123 -1.42710  C7 1.373, H8 1.021, H14 1.002
7 C 0.45359 1.06042 -2.04177  O2 1.219, N6 1.373, H12 1.093
8 H 0.12699 -0.81659 -1.50202  N6 1.021
9 H -3.00035 -1.60534 0.21290  O3 0.974
10 H 0.78276 -2.75690 0.56124  O5 0.964
11 H 0.75931 2.21766 0.31676  O1 0.980
12 H -0.63604 1.14558 -2.01278  C7 1.093
13 H 0.59080 1.89539 1.77293  O1 0.944
14 H 1.77278 -0.39931 -1.68559  N6 1.002
15 H -0.65141 0.26793 3.23591  O4 0.981
16 H 1.80885 -2.65992 1.65386  O5 0.968
17 H -1.94328 -1.44402 -0.89076  O3 0.982
18 H -1.87580 -0.50482 2.75469  O4 0.978

So, what does the natural (NBO) scheme give us? The charges, in e, come out as: number 1, O, carries -0.940; number 2, O, carries -0.656; number 3, O, carries -1.195; number 4, O, carries -1.001; number 5, O, carries -1.039; number 6, N, carries -0.829; number 7, C, carries 0.487; number 8, H, carries 0.316; number 9, H, carries 0.370; number 10, H, carries 0.384; number 11, H, carries 0.472; number 12, H, carries 0.126; number 13, H, carries 0.448; number 14, H, carries 0.383; number 15, H, carries 0.455; number 16, H, carries 0.451; number 17, H, carries 0.305; number 18, H, carries 0.465

Record 6
# CH11O5

A 5-piece molecular cluster, CH11O5 overall (wB97M-V/def2-TZVPD, the OMol25 dataset).

Properties
strongest force on any atom	0.924	eV Å⁻¹
total charge	-1
E_LUMO	3.9	eV
frontier orbital gap	8.4	eV
HOMO energy	-4.47	eV
energy above the lowest of the compared OMol25 structures with the same formula, charge and spin	8.8	kcal/mol

Each atom is followed by the atoms it is bonded to, with distances in Å.
Atoms and positions in Å:
1 O -2.49099 -1.88837 -0.25486  H12 0.965, H16 0.967
2 O 1.03087 -0.51591 2.44609  H9 0.948, H10 0.982
3 O -1.48655 0.36063 -1.87448  H7 1.031, H17 0.945
4 O 0.29259 0.16900 -0.04384  C6 1.392
5 O 1.49722 2.52194 -0.05999  H11 0.952, H14 1.003
6 C 1.24021 -0.82955 -0.24886  O4 1.392, H8 1.108, H13 1.109, H15 1.095
7 H -0.78076 0.38043 -1.12340  O3 1.031
8 H 1.40957 -0.94810 -1.33738  C6 1.108
9 H 1.43586 0.09373 3.04879  O2 0.948
10 H 0.45881 -0.01493 1.82477  O2 0.982
11 H 0.71712 3.06516 -0.11516  O5 0.952
12 H -2.34093 -1.24210 -0.95496  O1 0.965
13 H 2.23148 -0.58104 0.18171  C6 1.109
14 H 1.12748 1.59334 -0.13871  O5 1.003
15 H 0.97206 -1.79739 0.18873  C6 1.095
16 H -2.22883 -1.40617 0.54110  O1 0.967
17 H -1.28118 1.08766 -2.44213  O3 0.945

So, what does the natural (NBO) scheme give us? The charges, in e, come out as: number 1, O, carries -0.977; number 2, O, carries -0.989; number 3, O, carries -1.052; number 4, O, carries -0.986; number 5, O, carries -1.017; number 6, C, carries -0.230; number 7, H, carries 0.515; number 8, H, carries 0.124; number 9, H, carries 0.451; number 10, H, carries 0.509; number 11, H, carries 0.442; number 12, H, carries 0.500; number 13, H, carries 0.135; number 14, H, carries 0.509; number 15, H, carries 0.144; number 16, H, carries 0.469; number 17, H, carries 0.452